Record 1
C38H114N18O7P6S | ωB97M-V with the def2-TZVPD basis set

Last column: Mulliken charge in e.
Atoms and positions in Å:
O 5.99 3.32 0.03  -0.961
P 5.87 2.27 1.04  0.046
N 7.35 2.01 1.78  0.224
C 7.65 0.84 2.59  -1.215
C 8.19 3.18 2.02  -1.059
N 5.46 0.75 0.52  0.528
C 4.08 0.52 0.13  -0.883
C 6.41 -0.09 -0.18  -0.817
N 4.78 2.61 2.24  0.625
C 4.56 1.75 3.38  -1.060
C 4.03 3.88 2.18  -0.278
H 6.74 0.37 2.98  0.367
H 8.17 1.10 3.52  0.456
H 8.21 0.07 2.06  0.294
H 8.34 3.69 1.07  0.317
H 9.13 2.91 2.48  0.455
H 7.72 3.93 2.67  0.286
H 3.35 0.75 0.90  -0.198
H 3.83 1.10 -0.77  0.606
H 3.90 -0.52 -0.14  -0.073
H 7.37 -0.14 0.31  0.240
H 6.00 -1.10 -0.31  0.297
H 6.57 0.21 -1.22  0.336
H 5.34 1.92 4.15  0.216
H 3.69 2.12 3.93  0.288
H 4.50 0.71 3.09  0.424
H 3.92 4.17 1.13  0.280
H 4.69 4.66 2.55  0.340
H 3.07 3.84 2.69  -0.304
O -2.61 -6.22 3.24  -0.889
P -1.27 -6.74 2.99  0.270
N -0.38 -5.99 1.81  0.673
C -0.76 -6.14 0.41  -0.960
C 0.34 -4.79 2.08  -1.521
N -1.35 -8.33 2.47  0.206
C -2.66 -8.85 2.15  -0.963
C -0.28 -8.98 1.74  -1.047
N -0.29 -6.67 4.31  0.336
C -0.79 -6.24 5.59  -1.120
C 1.05 -7.25 4.33  -1.096
H -1.21 -5.21 0.06  0.266
H -1.48 -6.94 0.26  0.258
H 0.13 -6.39 -0.16  0.257
H 1.14 -4.61 1.34  0.403
H 0.97 -4.82 2.97  0.287
H -0.25 -3.87 1.97  0.461
H -3.11 -8.38 1.26  0.273
H -2.63 -9.93 2.01  0.381
H -3.38 -8.60 2.92  0.271
H -0.54 -9.10 0.68  0.413
H 0.59 -8.33 1.68  0.364
H -0.09 -9.98 2.11  0.291
H -0.18 -6.58 6.42  0.410
H -0.89 -5.15 5.69  0.280
H -1.82 -6.55 5.77  0.300
H 1.42 -7.31 3.31  0.375
H 0.99 -8.28 4.68  0.272
H 1.73 -6.65 4.94  0.460
O -1.73 6.99 4.51  -0.872
P -1.75 5.75 3.74  0.014
N -2.05 4.40 4.68  0.323
C -3.18 4.44 5.59  -1.025
C -1.83 3.09 4.12  -0.655
N -0.36 5.36 2.94  0.847
C 0.84 4.86 3.61  -1.319
C -0.07 6.08 1.70  -1.710
N -2.87 5.80 2.51  0.446
C -3.83 6.90 2.45  -1.185
C -2.88 4.90 1.39  -0.676
H -2.88 4.33 6.64  0.301
H -3.91 3.68 5.32  0.340
H -3.64 5.43 5.55  0.350
H -2.65 2.79 3.45  0.310
H -1.77 2.32 4.90  0.518
H -0.92 2.98 3.54  -0.287
H 1.73 5.39 3.30  0.587
H 0.77 5.10 4.68  0.263
H 0.89 3.79 3.43  0.233
H 1.00 6.31 1.57  0.530
H -0.22 5.41 0.84  0.520
H -0.60 7.01 1.56  0.361
H -4.73 6.61 3.00  0.312
H -3.40 7.82 2.80  0.366
H -4.18 7.01 1.42  0.376
H -2.73 5.44 0.45  0.452
H -3.85 4.39 1.27  0.391
H -2.15 4.11 1.53  -0.141
O -6.55 -1.96 0.52  -0.920
P -6.01 -2.99 -0.37  0.453
N -6.84 -3.35 -1.76  0.328
C -7.98 -4.23 -1.74  -1.182
C -6.98 -2.23 -2.70  -1.205
N -5.75 -4.43 0.42  0.374
C -5.47 -4.50 1.85  -1.189
C -5.56 -5.68 -0.27  -0.856
N -4.51 -2.55 -0.97  0.494
C -3.65 -1.76 -0.09  -1.218
C -3.80 -3.23 -2.03  -0.945
H -8.94 -3.72 -1.69  0.327
H -7.94 -4.90 -0.88  0.426
H -7.94 -4.92 -2.59  0.364
H -7.74 -1.52 -2.37  0.304
H -7.32 -2.68 -3.64  0.413
H -6.01 -1.80 -2.90  0.371
H -4.40 -4.68 2.01  0.418
H -5.73 -3.53 2.27  0.336
H -6.05 -5.26 2.38  0.327
H -5.87 -6.53 0.34  0.350
H -5.97 -5.67 -1.28  0.382
H -4.50 -5.91 -0.48  -0.036
H -4.16 -1.29 0.75  0.471
H -2.83 -2.37 0.29  0.211
H -3.31 -0.89 -0.67  0.409
H -3.31 -4.15 -1.70  0.039
H -3.05 -2.54 -2.43  0.387
H -4.49 -3.31 -2.88  0.335
O 3.38 -1.74 -5.11  -0.962
P 2.18 -2.11 -4.35  0.273
N 1.21 -0.79 -4.03  0.640
C -0.07 -0.85 -3.36  -0.975
C 1.53 0.49 -4.67  -1.144
N 2.53 -2.83 -2.91  0.707
C 1.51 -3.40 -2.05  -1.128
C 3.85 -2.74 -2.33  -1.022
N 1.14 -3.21 -5.03  0.415
C 0.09 -2.84 -5.96  -1.152
C 1.48 -4.61 -5.08  -1.166
H -0.66 0.04 -3.58  0.461
H 0.05 -0.98 -2.28  0.033
H -0.60 -1.78 -3.61  0.220
H 2.53 0.45 -5.07  0.393
H 1.54 1.27 -3.89  0.294
H 0.74 0.76 -5.38  0.323
H 1.91 -4.17 -1.38  0.425
H 1.13 -2.58 -1.42  0.265
H 0.61 -3.80 -2.50  0.227
H 4.00 -3.64 -1.73  0.378
H 4.65 -2.70 -3.06  0.363
H 3.95 -1.85 -1.69  0.311
H -0.71 -3.60 -5.91  0.407
H -0.48 -1.96 -5.67  0.343
H 0.45 -2.76 -6.98  0.260
H 1.56 -5.02 -6.10  0.397
H 0.73 -5.23 -4.58  0.335
H 2.46 -4.79 -4.64  0.322
O -0.17 7.05 -1.53  -0.836
P 0.36 6.35 -2.71  0.014
N 1.73 7.03 -3.37  0.420
C 2.15 8.30 -2.82  -1.130
C 2.31 6.56 -4.59  -0.923
N -0.75 6.38 -3.97  0.334
C -0.95 5.32 -4.94  -0.713
C -1.26 7.68 -4.36  -1.192
N 0.68 4.73 -2.52  0.835
C -0.40 3.91 -1.99  -1.357
C 2.02 4.25 -2.22  -1.352
H 3.02 8.28 -2.15  0.296
H 1.33 8.83 -2.32  0.359
H 2.46 8.96 -3.64  0.410
H 2.63 5.51 -4.55  0.224
H 3.20 7.13 -4.83  0.486
H 1.63 6.61 -5.46  0.202
H -0.11 5.15 -5.61  0.236
H -1.18 4.35 -4.48  0.099
H -1.85 5.55 -5.51  0.415
H -1.10 8.38 -3.54  0.323
H -0.80 8.04 -5.28  0.306
H -2.35 7.64 -4.45  0.437
H -1.00 3.42 -2.76  0.151
H 0.01 3.15 -1.32  0.424
H -1.10 4.53 -1.41  0.418
H 2.09 3.17 -2.32  0.367
H 2.41 4.64 -1.27  0.458
H 2.80 4.58 -2.90  0.227
C -0.09 0.73 0.91  -0.585
S -0.37 -0.87 1.68  0.406
O -0.10 -1.89 0.64  -0.344
C 0.97 -0.81 2.90  -0.323
H 0.96 0.88 0.66  -0.021
H -0.62 1.56 1.38  0.391
H -0.61 0.63 -0.05  0.280
H 1.27 -1.86 2.99  0.250
H 0.60 -0.47 3.86  0.440
H 1.81 -0.24 2.50  -0.305

Output
E (a.u.): -5475.07287
Relative energy (zero: lowest compared OMol25 entry of this formula, charge and spin) (kcal per mole): 9.4
E_HOMO (eV): -7.986
Orbital gap (eV): 8.2
Multiplicity: 1
Largest force on an atom (Eh/bohr): 0.0393

***

Record 2
C38H116N32O22 | ωB97M-V with the def2-TZVPD basis set

Last column: Mulliken charge in e.
Atoms and positions in Å:
C -0.25 3.55 5.25  0.545
O -0.97 4.52 5.11  -0.801
N -0.55 2.37 4.68  0.036
N 0.93 3.57 5.92  -0.292
H 0.18 1.68 4.50  0.275
H -1.37 2.34 4.14  -0.008
H 1.14 4.36 6.50  0.256
H 1.43 2.81 6.32  0.152
C -5.44 -0.41 -2.42  0.321
O -4.34 -0.08 -2.89  -0.662
N -6.55 0.29 -2.76  -0.315
N -5.49 -1.42 -1.52  -0.418
H -7.34 0.21 -2.20  0.263
H -6.42 1.10 -3.40  0.213
H -4.61 -1.56 -1.04  0.126
H -6.35 -1.58 -1.01  0.287
C -3.89 3.31 3.50  0.277
O -4.40 2.29 3.04  -0.433
N -3.35 4.24 2.72  0.075
N -3.78 3.48 4.85  -0.485
H -3.10 5.14 3.08  0.245
H -3.33 4.05 1.72  -0.014
H -2.95 3.90 5.20  0.193
H -4.07 2.66 5.40  0.301
C 2.21 5.77 -1.88  0.416
O 1.61 6.56 -1.18  -0.777
N 2.30 5.93 -3.23  -0.367
N 2.98 4.80 -1.35  0.215
H 2.40 5.11 -3.77  0.211
H 1.85 6.80 -3.57  0.284
H 3.10 3.91 -1.91  0.079
H 2.66 4.62 -0.42  -0.228
C -2.00 1.65 -3.94  0.485
O -1.06 2.29 -4.47  -0.991
N -2.14 1.56 -2.59  0.598
N -2.90 1.09 -4.73  0.119
H -2.81 0.94 -2.22  0.171
H -1.42 1.90 -2.00  -0.544
H -3.72 0.64 -4.45  0.189
H -2.82 1.33 -5.72  0.077
C 2.04 -0.75 3.53  0.201
O 1.53 0.35 3.77  -0.670
N 3.22 -1.16 4.09  -0.460
N 1.52 -1.69 2.68  0.378
H 3.34 -0.59 4.92  0.344
H 3.33 -2.20 4.20  0.202
H 0.90 -1.36 1.95  -0.146
H 2.15 -2.44 2.37  -0.339
C 1.93 -4.84 2.79  0.696
O 2.96 -4.22 2.98  -0.688
N 1.09 -4.69 1.69  0.299
N 1.46 -5.78 3.72  -0.453
H 0.24 -5.20 1.51  0.291
H 1.46 -4.09 0.96  -0.136
H 2.02 -6.12 4.43  0.229
H 0.64 -6.26 3.49  0.109
C -6.95 1.49 0.82  0.520
O -7.60 0.73 0.15  -0.650
N -7.20 1.64 2.17  -0.456
N -6.00 2.28 0.25  -0.404
H -7.92 0.99 2.45  0.233
H -6.41 1.89 2.76  0.379
H -5.63 1.83 -0.61  0.129
H -5.27 2.57 0.92  0.308
C 2.09 -2.26 -1.06  -0.285
O 1.58 -3.29 -0.65  -1.054
N 1.32 -1.15 -1.20  1.758
N 3.44 -2.12 -1.28  0.587
H 0.35 -1.39 -0.92  -0.506
H 1.62 -0.50 -1.94  -0.661
H 3.91 -1.23 -1.32  -0.166
H 4.06 -2.91 -1.28  -0.078
C -2.14 5.11 -0.96  0.466
O -2.82 4.48 -0.14  -0.653
N -2.28 4.98 -2.32  -0.317
N -1.24 6.07 -0.55  -0.402
H -1.62 5.50 -2.93  0.202
H -2.85 4.25 -2.68  0.169
H -0.41 6.20 -1.13  0.203
H -1.02 5.95 0.41  0.275
C 1.25 6.20 2.54  0.104
O 1.90 5.38 3.16  -0.625
N 1.69 6.99 1.49  -0.462
N -0.08 6.45 2.80  -0.173
H 2.60 6.64 1.24  0.266
H 1.14 7.11 0.69  0.351
H -0.32 7.42 2.76  0.241
H -0.52 5.96 3.55  0.130
C 5.61 3.32 0.15  0.538
O 5.39 4.16 0.96  -0.589
N 5.87 3.63 -1.19  -0.596
N 5.71 2.03 0.53  0.038
H 5.34 4.43 -1.54  0.293
H 5.73 2.82 -1.73  0.224
H 6.08 1.34 -0.14  -0.051
H 5.40 1.68 1.37  0.135
C 4.38 2.47 4.39  0.422
O 3.71 1.89 5.24  -0.641
N 3.94 3.63 3.74  -0.089
N 5.61 2.01 3.93  -0.393
H 4.44 3.94 2.94  0.119
H 3.07 4.04 3.99  0.287
H 6.13 1.59 4.68  0.279
H 6.18 2.75 3.52  0.240
C 2.64 2.37 -3.72  0.023
O 3.55 3.00 -3.20  -0.743
N 1.58 2.00 -2.96  1.230
N 2.55 2.11 -5.05  -0.110
H 0.63 1.85 -3.30  -0.093
H 1.59 2.39 -1.99  -0.745
H 3.19 2.50 -5.70  0.240
H 1.87 1.49 -5.45  0.044
C 7.84 -1.36 -1.36  -0.965
O 6.45 -1.28 -0.99  -0.304
C 6.27 -1.64 0.36  -0.011
C 6.53 -3.09 0.54  -1.161
N 5.41 -3.96 0.10  0.487
C 5.90 -5.29 -0.26  -0.815
C 4.72 -5.98 -0.86  -0.771
O 3.61 -5.95 0.02  -0.111
C 2.68 -6.95 -0.37  -0.910
H 8.00 -0.66 -2.15  0.269
H 8.03 -2.43 -1.68  0.248
H 8.48 -1.03 -0.52  0.386
H 5.28 -1.33 0.71  0.075
H 6.93 -0.94 0.95  0.460
H 6.74 -3.22 1.59  0.298
H 7.34 -3.49 -0.06  0.431
H 4.60 -4.07 0.73  -0.102
H 6.37 -5.76 0.53  0.444
H 6.50 -5.11 -1.14  0.439
H 4.96 -7.05 -1.12  0.488
H 4.39 -5.47 -1.82  0.198
H 2.03 -7.26 0.47  0.205
H 3.11 -7.87 -0.79  0.431
H 2.01 -6.63 -1.22  0.256
C -1.75 -3.15 0.04  -0.680
O -1.27 -1.93 0.67  0.547
C -2.31 -1.12 1.24  -1.258
C -1.65 0.17 1.64  -0.098
N -1.13 0.86 0.40  1.627
C -0.79 2.28 0.63  -0.066
C 0.58 2.57 1.13  2.027
O 1.46 2.13 0.08  1.441
C 2.68 1.60 0.41  -0.245
H -0.88 -3.71 -0.21  0.184
H -2.29 -2.87 -0.93  0.197
H -2.53 -3.69 0.59  0.121
H -2.76 -1.67 2.03  0.729
H -3.00 -0.97 0.44  -0.129
H -0.90 0.04 2.37  -0.143
H -2.37 0.78 2.02  0.283
H -0.38 0.33 -0.05  -0.888
H -1.61 2.76 1.16  -0.808
H -0.93 2.85 -0.21  -0.337
H 0.82 1.97 1.97  -0.554
H 0.61 3.58 1.45  -0.856
H 3.22 2.19 1.14  -0.164
H 3.25 1.70 -0.53  0.301
H 2.64 0.55 0.77  -0.585
C -4.53 -0.85 3.99  -1.083
O -4.36 -2.21 3.84  -0.058
C -4.14 -3.00 5.05  -0.711
C -3.90 -4.39 4.62  -0.562
N -5.14 -4.84 3.96  -0.415
C -4.97 -6.06 3.16  -0.299
C -6.41 -6.41 2.76  -0.644
O -6.48 -7.61 2.00  -0.335
C -7.73 -8.20 2.11  -0.699
H -3.67 -0.31 4.33  0.418
H -5.35 -0.67 4.69  0.479
H -4.76 -0.44 3.03  0.191
H -4.98 -2.90 5.75  0.387
H -3.28 -2.56 5.54  0.422
H -3.88 -5.00 5.52  0.393
H -3.03 -4.52 3.97  0.251
H -5.34 -4.04 3.37  0.334
H -4.61 -6.89 3.79  0.339
H -4.34 -5.90 2.20  0.128
H -6.80 -5.59 2.15  0.256
H -7.07 -6.52 3.55  0.476
H -8.58 -7.53 1.87  0.302
H -7.88 -8.69 3.14  0.279
H -7.82 -9.00 1.33  0.245
C -3.73 1.17 -8.19  -0.804
O -2.36 1.50 -7.91  -0.348
C -1.41 0.57 -8.33  -0.442
C -0.02 0.67 -7.68  -1.123
N 0.14 0.25 -6.32  0.253
C -0.01 -1.15 -5.97  -1.221
C 0.43 -1.42 -4.55  -0.189
O 1.76 -1.00 -4.32  0.221
C 2.80 -1.67 -4.96  -1.015
H -4.32 1.80 -7.51  0.233
H -3.86 0.12 -7.95  0.363
H -3.91 1.48 -9.20  0.312
H -1.24 0.61 -9.42  0.399
H -1.84 -0.47 -8.25  0.292
H 0.20 1.75 -7.79  0.324
H 0.71 0.30 -8.46  0.487
H -0.24 0.92 -5.74  0.047
H 0.57 -1.71 -6.70  0.467
H -1.01 -1.44 -6.10  0.438
H 0.31 -2.46 -4.27  0.502
H -0.18 -0.93 -3.79  -0.079
H 3.56 -1.50 -4.20  0.213
H 3.09 -1.29 -5.97  0.183
H 2.64 -2.75 -4.97  0.359

Output
E (a.u.): -4925.39785
E_HOMO (eV): -8.588
Orbital gap (eV): 8.9
Multiplicity: 1
Largest force on an atom (Eh/bohr): 0.0868

***

Record 3
C38H16F21OSi | ωB97M-V with the def2-TZVPD basis set

Last column: Mulliken charge in e.
Atoms and positions in Å:
F 5.91 -3.46 3.52  -0.273
C 5.08 -2.43 3.26  0.628
C 4.13 -2.05 4.20  0.036
F 4.05 -2.68 5.39  -0.272
C 3.29 -0.97 3.92  0.488
F 2.43 -0.58 4.91  -0.341
C 3.34 -0.26 2.73  0.015
Si 2.26 1.21 2.31  -0.343
C 0.76 1.29 3.42  0.472
C 0.50 2.35 4.30  0.366
F 1.34 3.41 4.36  -0.281
C -0.59 2.35 5.17  -0.011
F -0.79 3.39 6.01  -0.273
C -1.48 1.28 5.17  0.617
F -2.52 1.26 6.02  -0.277
C -1.27 0.22 4.29  0.120
F -2.11 -0.83 4.28  -0.283
C -0.17 0.25 3.44  0.536
F 0.01 -0.79 2.57  -0.424
C 3.34 2.74 2.45  -0.070
C 4.31 2.83 3.45  0.474
F 4.42 1.83 4.36  -0.341
C 5.14 3.93 3.62  0.047
F 6.06 3.95 4.61  -0.274
C 4.99 5.03 2.78  0.678
F 5.76 6.13 2.94  -0.274
C 4.03 4.99 1.77  -0.028
F 3.86 6.05 0.96  -0.284
C 3.24 3.86 1.62  0.404
F 2.29 3.88 0.65  -0.293
O 1.79 0.95 0.71  -0.544
C 0.66 1.03 0.04  0.329
C -0.25 2.05 -0.04  -0.865
C -1.43 1.76 -0.86  -1.002
C -1.22 0.27 -1.09  1.835
C 0.24 -0.10 -0.84  -0.646
C 4.33 -0.65 1.83  0.428
F 4.52 0.08 0.70  -0.336
C 5.19 -1.73 2.06  0.046
F 6.12 -2.07 1.15  -0.279
H -0.12 2.99 0.49  0.538
H -2.39 1.96 -0.37  0.419
H -1.43 2.31 -1.82  0.376
H -1.87 -0.31 -0.42  0.197
H -1.48 0.02 -2.21  -1.259
H 0.83 -0.04 -1.78  0.436
H 0.41 -1.09 -0.41  0.124
F -4.18 -1.62 -8.41  -0.242
C -3.02 -0.88 -8.39  0.794
F -2.14 -1.50 -9.24  -0.267
F -3.31 0.34 -8.93  -0.237
C -2.49 -0.76 -6.99  0.258
C -1.16 -1.07 -6.69  -0.919
C -0.76 -1.11 -5.36  -0.590
C -1.68 -0.87 -4.33  0.649
C -1.34 -1.10 -2.89  0.083
C -2.18 -2.14 -2.19  -0.192
C -3.53 -2.38 -2.50  -0.136
C -4.40 -2.82 -1.51  -1.187
C -3.89 -3.19 -0.27  0.157
C -4.83 -3.47 0.86  0.953
F -4.33 -4.38 1.75  -0.258
F -5.08 -2.31 1.57  -0.247
F -6.04 -3.94 0.44  -0.259
C -2.52 -3.24 -0.05  -0.907
C -1.67 -2.78 -1.04  -0.513
C -2.95 -0.37 -4.67  -0.271
C -3.37 -0.34 -6.00  -1.205
H -0.46 -1.29 -7.49  0.473
H 0.27 -1.37 -5.12  0.411
H -0.29 -1.40 -2.83  0.822
H -3.94 -2.16 -3.49  0.774
H -5.47 -2.86 -1.70  0.501
H -2.12 -3.63 0.89  0.536
H -0.59 -2.85 -0.89  0.618
H -3.65 -0.06 -3.89  0.648
H -4.38 -0.03 -6.25  0.417

Output
E (a.u.): -3919.25015
E_HOMO (eV): -11.963
Orbital gap (eV): 6.3
Multiplicity: 1
Largest force on an atom (Eh/bohr): 0.0823
Total charge: +1

***

- E of number 1 (C38H114N18O7P6S)?
  -5475.07287 a.u.

***

- Among the records above, which one has the lowest largest force on an atom?
  C38H114N18O7P6S

***

- Look up the multiplicity of the first one.
  1